# 1
{
  "formula": "C47H45KN3O5P",
  "method": "ωB97M-V/def2-TZVPD",
  "elements": ["K", "C", "C", "C", "C", "C", "C", "H", "H", "H", "H", "H", "H", "C", "C", "C", "C", "C", "C", "P", "C", "C", "C", "C", "C", "C", "C", "C", "C", "C", "C", "C", "H", "H", "H", "H", "H", "H", "H", "H", "H", "H", "H", "H", "H", "H", "C", "C", "C", "C", "C", "C", "N", "C", "C", "C", "C", "C", "C", "C", "O", "O", "C", "C", "H", "H", "H", "H", "H", "H", "H", "H", "H", "H", "H", "H", "H", "H", "C", "C", "C", "C", "C", "C", "O", "N", "C", "O", "N", "C", "O", "H", "H", "H", "H", "H", "H", "H", "H", "H", "H", "H"],
  "positions_angstrom": [[0.004, -1.400, -0.545], [2.061, -1.499, -3.925], [2.041, -2.737, -3.306], [2.800, -2.957, -2.169], [3.594, -1.942, -1.665], [3.627, -0.708, -2.290], [2.852, -0.482, -3.415], [1.456, -1.328, -4.805], [1.421, -3.529, -3.703], [2.767, -3.919, -1.680], [4.188, -2.101, -0.776], [4.234, 0.083, -1.876], [2.859, 0.488, -3.893], [-2.905, 3.071, 4.948], [-1.615, 2.693, 5.282], [-0.837, 1.974, 4.390], [-1.337, 1.627, 3.138], [-2.636, 2.025, 2.812], [-3.415, 2.732, 3.701], [-0.501, 0.721, 1.767], [1.086, 0.325, 2.569], [1.960, 1.366, 2.875], [3.220, 1.099, 3.374], [3.633, -0.210, 3.565], [2.781, -1.251, 3.237], [1.520, -0.985, 2.736], [-1.503, -0.790, 1.970], [-1.584, -1.424, 3.210], [-2.406, -2.520, 3.357], [-3.167, -2.931, 2.271], [-3.104, -2.238, 1.075], [-2.265, -1.126, 0.835], [-3.512, 3.628, 5.653], [-1.214, 2.964, 6.252], [0.167, 1.687, 4.673], [-3.016, 1.745, 1.836], [-4.420, 3.032, 3.427], [1.648, 2.388, 2.706], [3.899, 1.914, 3.594], [4.628, -0.423, 3.941], [3.100, -2.279, 3.358], [0.868, -1.803, 2.464], [-1.001, -1.068, 4.055], [-2.472, -3.044, 4.308], [-3.818, -3.798, 2.379], [-3.768, -2.561, 0.274], [2.228, 7.565, 2.634], [1.615, 6.363, 1.958], [0.557, 5.713, 2.580], [-0.038, 4.614, 1.983], [0.386, 4.172, 0.750], [1.419, 4.835, 0.086], [1.766, 4.494, -1.201], [1.084, 3.577, -2.020], [0.456, 4.094, -3.154], [-0.187, 3.268, -4.056], [-0.235, 1.906, -3.817], [0.363, 1.392, -2.682], [1.046, 2.200, -1.781], [1.847, 1.462, -0.681], [2.964, 1.910, -0.417], [1.312, 0.417, -0.246], [2.065, 5.918, 0.716], [3.213, 6.601, 0.020], [1.670, 7.815, 3.537], [2.211, 8.437, 1.976], [3.263, 7.375, 2.925], [0.203, 6.066, 3.541], [-0.853, 4.107, 2.475], [-0.081, 3.315, 0.289], [2.222, 5.222, -1.729], [0.487, 5.163, -3.333], [-0.651, 3.687, -4.940], [-0.716, 1.241, -4.519], [0.343, 0.329, -2.489], [3.830, 5.869, -0.499], [3.846, 7.126, 0.730], [2.849, 7.333, -0.707], [-4.684, -5.917, -2.064], [-3.626, -4.836, -1.866], [-2.263, -5.140, -2.530], [-2.413, -5.548, -4.001], [-1.053, -5.620, -4.686], [-1.641, -6.273, -1.750], [-1.896, -7.455, -1.937], [-0.807, -5.876, -0.767], [-0.184, -4.589, -0.659], [0.659, -4.481, 0.213], [-0.513, -3.655, -1.524], [-1.463, -3.812, -2.442], [-1.747, -2.923, -3.233], [-5.530, -5.719, -1.408], [-4.284, -6.900, -1.824], [-5.049, -5.934, -3.088], [-3.451, -4.701, -0.796], [-3.981, -3.882, -2.263], [-3.042, -4.815, -4.508], [-2.892, -6.528, -4.045], [-0.590, -4.636, -4.692], [-1.153, -5.962, -5.717], [-0.399, -6.309, -4.153], [-0.404, -6.589, -0.171]],
  "charge": -2,
  "de_lowest_kcal_mol": 40.9,
  "e_tot_ev": -89795.0628,
  "lumo_ha": 0.1498
}

# 2
{
  "formula": "C47H47AsCl5N12O6RbS",
  "method": "ωB97M-V/def2-TZVPD",
  "elements": ["Rb", "N", "N", "C", "O", "O", "H", "H", "H", "Cl", "C", "C", "C", "Cl", "C", "Cl", "C", "Cl", "C", "Cl", "C", "N", "C", "N", "C", "N", "C", "C", "C", "C", "C", "C", "C", "N", "N", "C", "O", "C", "C", "C", "C", "C", "C", "N", "C", "N", "C", "N", "C", "H", "H", "H", "H", "H", "H", "H", "H", "H", "H", "H", "H", "H", "H", "H", "H", "C", "As", "C", "C", "S", "H", "H", "H", "H", "H", "H", "H", "H", "H", "C", "C", "N", "C", "C", "C", "O", "C", "C", "C", "C", "N", "C", "H", "H", "H", "H", "H", "H", "H", "H", "H", "H", "H", "H", "H", "H", "O", "C", "O", "C", "C", "C", "C", "C", "C", "H", "H", "H", "H", "H"],
  "positions_angstrom": [[-0.230, 0.460, -0.551], [1.632, -1.419, -3.356], [2.763, -0.570, -3.340], [2.791, 0.443, -2.310], [3.465, 1.452, -2.599], [2.152, 0.183, -1.267], [1.909, -2.347, -3.644], [0.910, -1.075, -3.981], [2.990, -0.144, -4.230], [0.189, -2.396, 0.602], [1.902, -2.102, 0.539], [2.465, -1.127, 1.364], [3.845, -0.950, 1.262], [4.673, 0.090, 2.360], [4.601, -1.627, 0.306], [6.294, -1.324, 0.152], [4.003, -2.578, -0.514], [4.937, -3.439, -1.684], [2.650, -2.844, -0.369], [1.916, -4.085, -1.321], [-4.665, -3.082, -0.603], [-4.189, -1.836, -1.182], [-2.927, -1.508, -1.472], [-2.868, -0.281, -1.950], [-4.168, 0.114, -1.902], [-5.010, -0.798, -1.458], [-4.063, -4.261, -1.334], [-3.547, -5.349, -0.643], [-2.876, -6.363, -1.318], [-2.664, -6.278, -2.686], [-3.184, -5.194, -3.382], [-3.904, -4.214, -2.713], [-2.836, -4.860, -4.774], [-3.587, -4.696, -5.802], [-2.823, -4.008, -6.744], [-1.673, -3.817, -6.205], [-1.587, -4.359, -4.969], [-0.587, -2.920, -6.619], [0.749, -3.297, -6.572], [1.734, -2.347, -6.808], [1.390, -1.022, -7.029], [0.053, -0.637, -7.049], [-0.316, 0.828, -7.060], [-0.084, 1.410, -5.748], [-0.677, 1.131, -4.572], [-0.006, 1.670, -3.583], [1.039, 2.279, -4.216], [1.036, 2.143, -5.526], [-0.931, -1.598, -6.881], [-5.751, -3.057, -0.670], [-4.360, -3.091, 0.444], [-2.096, -2.182, -1.323], [-4.501, 1.095, -2.205], [-3.621, -5.374, 0.438], [-2.463, -7.194, -0.760], [-2.076, -7.028, -3.201], [-4.272, -3.358, -3.268], [1.017, -4.317, -6.329], [2.778, -2.632, -6.763], [2.163, -0.268, -7.132], [-1.359, 0.969, -7.345], [0.310, 1.393, -7.746], [-1.579, 0.541, -4.474], [1.837, 2.780, -3.690], [-1.978, -1.316, -6.872], [0.832, 5.488, 1.422], [-0.036, 4.223, 0.251], [-0.904, 3.036, 1.502], [1.463, 3.285, -0.508], [-1.334, 5.138, -1.112], [1.521, 4.952, 2.074], [0.077, 6.001, 2.011], [1.372, 6.209, 0.814], [-0.133, 2.471, 2.038], [-1.596, 2.345, 1.024], [-1.468, 3.668, 2.185], [1.967, 2.711, 0.275], [2.130, 4.031, -0.933], [1.177, 2.603, -1.303], [4.998, 4.357, 6.508], [3.695, 3.770, 7.038], [2.901, 3.153, 5.987], [1.633, 3.815, 5.735], [1.807, 5.186, 5.094], [2.997, 1.731, 5.892], [3.563, 1.125, 6.814], [2.443, 1.072, 4.746], [2.219, -0.353, 4.811], [1.797, -1.044, 3.747], [1.606, -0.371, 2.404], [1.827, 1.081, 2.382], [2.195, 1.664, 3.485], [5.588, 4.804, 7.316], [4.810, 5.122, 5.750], [5.595, 3.569, 6.044], [3.096, 4.552, 7.518], [3.912, 3.013, 7.792], [1.077, 3.934, 6.680], [1.027, 3.173, 5.103], [2.324, 5.877, 5.766], [0.839, 5.627, 4.843], [2.403, 5.106, 4.183], [2.381, -0.847, 5.762], [1.578, -2.106, 3.808], [0.574, -0.517, 2.076], [2.379, 2.738, 3.386], [-2.844, -2.171, 1.504], [-2.705, -0.969, 1.834], [-2.030, -0.092, 1.242], [-3.405, -0.526, 3.116], [-3.025, 0.655, 3.745], [-3.647, 1.060, 4.919], [-4.672, 0.295, 5.463], [-5.059, -0.883, 4.836], [-4.418, -1.295, 3.675], [-2.229, 1.239, 3.300], [-3.331, 1.973, 5.410], [-5.162, 0.613, 6.377], [-5.855, -1.485, 5.260], [-4.686, -2.223, 3.185]],
  "charge": -2,
  "de_lowest_kcal_mol": 33.5,
  "e_tot_ev": -214613.4672,
  "lumo_ha": 0.1250
}

# 3
{
  "formula": "C47H47BGeN7PdS2",
  "method": "ωB97M-V/def2-TZVPD",
  "elements": ["Pd", "N", "C", "C", "C", "C", "C", "C", "N", "C", "C", "C", "S", "C", "N", "H", "H", "H", "H", "H", "H", "H", "C", "Ge", "C", "C", "C", "C", "C", "C", "C", "C", "C", "C", "C", "C", "C", "C", "C", "C", "C", "C", "H", "H", "H", "H", "H", "H", "H", "H", "H", "H", "H", "H", "H", "H", "H", "C", "C", "C", "C", "C", "C", "N", "C", "C", "C", "C", "C", "C", "H", "H", "H", "H", "H", "H", "H", "H", "H", "H", "C", "N", "C", "C", "S", "N", "C", "C", "H", "H", "H", "H", "H", "H", "H", "H", "H", "H", "H", "H", "B", "C", "N", "H", "H", "H"],
  "positions_angstrom": [[-0.926, -0.853, -0.628], [2.476, -2.539, 1.124], [2.550, -2.718, 2.486], [3.404, -3.456, 3.293], [3.180, -3.399, 4.659], [2.131, -2.637, 5.193], [1.283, -1.908, 4.379], [1.502, -1.945, 3.004], [0.834, -1.301, 1.979], [1.445, -1.659, 0.876], [1.452, -2.005, -1.625], [1.803, -3.326, -1.622], [1.851, -3.941, -3.221], [1.431, -2.387, -3.805], [1.252, -1.485, -2.896], [3.200, -2.755, 0.460], [4.210, -4.048, 2.877], [3.822, -3.959, 5.327], [1.983, -2.626, 6.266], [0.469, -1.321, 4.786], [1.859, -4.004, -0.787], [1.330, -2.189, -4.863], [1.146, -1.105, -0.477], [2.220, 0.584, -0.446], [1.589, 1.782, 0.974], [2.446, 2.775, 1.450], [2.072, 3.612, 2.496], [0.837, 3.444, 3.106], [-0.020, 2.448, 2.657], [0.348, 1.636, 1.593], [2.621, 1.635, -2.063], [3.013, 1.071, -3.277], [3.367, 1.868, -4.358], [3.339, 3.251, -4.250], [2.961, 3.830, -3.048], [2.612, 3.028, -1.970], [4.012, 0.020, 0.188], [4.958, -0.478, -0.709], [6.163, -1.010, -0.265], [6.446, -1.046, 1.094], [5.520, -0.549, 2.001], [4.316, -0.026, 1.549], [3.433, 2.892, 1.014], [2.754, 4.379, 2.844], [0.549, 4.079, 3.936], [-0.981, 2.295, 3.135], [-0.332, 0.867, 1.255], [3.019, -0.002, -3.397], [3.661, 1.403, -5.292], [3.609, 3.871, -5.096], [2.937, 4.908, -2.946], [2.318, 3.504, -1.043], [4.757, -0.453, -1.775], [6.879, -1.397, -0.980], [7.382, -1.464, 1.444], [5.724, -0.587, 3.065], [3.591, 0.328, 2.275], [-5.190, -3.703, -2.641], [-5.725, -3.147, -1.488], [-5.037, -2.190, -0.757], [-3.769, -1.732, -1.165], [-3.226, -2.337, -2.317], [-3.921, -3.292, -3.034], [-3.024, -0.784, -0.499], [-3.563, -0.046, 0.539], [-4.839, 0.549, 0.484], [-5.316, 1.339, 1.518], [-4.540, 1.584, 2.645], [-3.276, 1.008, 2.715], [-2.794, 0.209, 1.691], [-5.730, -4.457, -3.199], [-6.694, -3.476, -1.128], [-5.475, -1.821, 0.159], [-2.222, -2.062, -2.625], [-3.453, -3.732, -3.907], [-5.464, 0.372, -0.383], [-6.308, 1.772, 1.439], [-4.916, 2.197, 3.454], [-2.660, 1.161, 3.595], [-1.823, -0.268, 1.783], [-0.283, 3.800, -0.438], [-1.576, 3.134, -0.440], [-2.452, 3.478, 0.668], [-1.888, 2.204, -1.378], [-0.681, 1.109, -1.978], [-3.121, 2.210, -1.879], [-4.036, 3.331, -1.705], [-3.607, 1.209, -2.820], [-0.419, 4.848, -0.730], [0.381, 3.314, -1.144], [0.165, 3.767, 0.555], [-1.879, 3.374, 1.590], [-3.292, 2.792, 0.723], [-2.819, 4.508, 0.602], [-3.476, 4.250, -1.546], [-4.721, 3.170, -0.871], [-4.617, 3.428, -2.621], [-2.923, 0.376, -2.880], [-3.700, 1.678, -3.804], [-4.582, 0.845, -2.496], [-0.450, -5.328, 0.762], [-0.793, -3.839, 0.352], [-1.005, -2.738, 0.083], [-1.036, -5.581, 1.792], [0.760, -5.364, 0.925], [-0.792, -6.055, -0.149]],
  "charge": -1,
  "de_lowest_kcal_mol": 0.0,
  "e_tot_ev": -142278.1456,
  "lumo_ha": 0.0809
}

# 4
{
  "formula": "C47H49BaBrClFN10O7PS",
  "method": "ωB97M-V/def2-TZVPD",
  "elements": ["Ba", "O", "N", "N", "O", "C", "C", "C", "C", "C", "C", "H", "H", "H", "H", "H", "C", "C", "C", "C", "C", "C", "C", "F", "C", "C", "C", "O", "C", "C", "N", "C", "C", "O", "O", "H", "H", "H", "H", "H", "H", "H", "H", "H", "H", "H", "C", "O", "C", "C", "C", "Br", "C", "C", "C", "O", "C", "N", "C", "C", "C", "C", "C", "C", "N", "H", "H", "H", "H", "H", "H", "H", "H", "H", "H", "H", "Cl", "C", "H", "H", "C", "C", "C", "C", "N", "C", "S", "N", "C", "H", "H", "H", "H", "H", "H", "H", "H", "C", "N", "C", "N", "C", "N", "C", "P", "C", "C", "H", "H", "H", "H", "H", "H", "H", "H", "H", "H", "H", "H"],
  "positions_angstrom": [[0.317, -0.158, -0.577], [1.686, 1.777, 0.611], [1.044, 2.861, 0.849], [0.046, 3.111, 0.017], [-0.202, 2.384, -1.017], [-0.657, 4.291, 0.226], [-1.613, 4.526, -0.757], [-2.345, 5.671, -0.648], [-2.086, 6.611, 0.355], [-1.037, 6.356, 1.260], [-0.287, 5.197, 1.234], [-1.758, 3.751, -1.543], [-3.161, 5.833, -1.367], [-2.708, 7.503, 0.458], [-0.780, 7.121, 2.012], [0.542, 4.977, 1.946], [2.650, -5.502, 4.337], [3.812, -4.499, 4.377], [5.179, -5.167, 4.162], [6.329, -4.158, 3.916], [5.985, -3.175, 2.827], [6.934, -2.572, 1.995], [6.538, -1.795, 0.905], [7.489, -1.232, 0.089], [5.203, -1.555, 0.639], [4.239, -2.031, 1.538], [2.814, -1.688, 1.264], [2.613, -1.160, 0.172], [1.863, -2.008, 2.378], [2.386, -2.795, 3.358], [3.621, -3.396, 3.399], [4.623, -2.883, 2.618], [0.330, -1.605, 2.609], [0.078, -1.295, 3.794], [-0.435, -1.734, 1.614], [2.898, -6.335, 5.014], [2.483, -5.880, 3.323], [1.727, -5.044, 4.711], [3.807, -4.014, 5.367], [5.099, -5.857, 3.309], [5.414, -5.786, 5.044], [7.231, -4.709, 3.619], [6.594, -3.623, 4.843], [7.998, -2.731, 2.193], [4.872, -1.050, -0.273], [1.761, -3.005, 4.217], [-0.073, 1.474, -4.508], [-1.056, 0.882, -3.568], [-2.064, 0.110, -4.072], [-2.288, -0.066, -5.434], [-3.216, -1.025, -5.873], [-3.476, -1.380, -7.710], [-3.987, -1.735, -4.954], [-3.790, -1.547, -3.572], [-2.817, -0.630, -3.100], [-2.526, -0.594, -1.826], [-4.495, -2.322, -2.564], [-4.215, -2.228, -1.285], [-5.082, -3.131, -0.617], [-5.275, -3.467, 0.703], [-6.288, -4.376, 1.033], [-7.075, -4.964, 0.031], [-6.899, -4.639, -1.306], [-5.914, -3.720, -1.630], [-5.525, -3.200, -2.842], [0.496, 0.707, -5.032], [0.577, 2.053, -3.842], [-0.574, 2.150, -5.218], [-1.670, 0.486, -6.149], [-4.674, -2.488, -5.322], [-3.227, -1.283, -1.351], [-4.635, -3.001, 1.460], [-6.468, -4.691, 2.062], [-7.817, -5.711, 0.329], [-7.508, -5.080, -2.103], [-5.958, -3.406, -3.727], [-0.048, -2.416, -3.914], [1.275, -1.878, -2.853], [2.117, -1.680, -3.546], [1.518, -2.751, -2.210], [-3.769, 1.178, 5.169], [-4.639, 1.344, 3.948], [-5.982, 1.025, 3.923], [-6.635, 1.167, 2.681], [-6.014, 1.622, 1.599], [-4.734, 1.965, 1.619], [-3.817, 2.487, 0.248], [-4.069, 1.819, 2.807], [-8.080, 0.831, 2.498], [-4.393, 0.823, 5.995], [-3.347, 2.149, 5.503], [-2.938, 0.469, 5.024], [-6.521, 0.662, 4.820], [-3.076, 2.043, 2.737], [-8.697, 1.133, 3.367], [-8.268, -0.250, 2.341], [-8.445, 1.336, 1.589], [5.150, 4.646, -2.545], [5.088, 3.964, -1.256], [5.647, 2.613, -1.396], [5.017, 1.824, -2.467], [5.050, 2.544, -3.734], [4.511, 3.925, -3.640], [3.072, 3.991, -3.581], [2.829, 3.013, -1.983], [3.770, 3.954, -0.683], [3.676, 1.376, -2.171], [6.212, 4.793, -2.779], [4.678, 5.643, -2.451], [5.577, 2.079, -0.440], [6.708, 2.724, -1.672], [4.438, 1.988, -4.468], [6.077, 2.601, -4.105], [2.592, 3.531, -4.441], [2.739, 5.033, -3.449], [3.755, 3.428, 0.298], [3.421, 4.998, -0.556], [3.280, 0.761, -2.997], [3.655, 0.790, -1.252]],
  "charge": -1,
  "de_lowest_kcal_mol": 5.1,
  "e_tot_ev": -184867.0844,
  "lumo_ha": [0.0732, 0.0733]
}